(1)
{
  "formula": "C37H46F3IIrOSbSi3",
  "method": "ωB97M-V/def2-TZVPD",
  "gap_ev": 6.8,
  "relative_energy_ev": 1.9850,
  "lumo_energy_ev": -0.95,
  "homo_energy_ev": -7.75,
  "max_force_ev_per_a": 2.17,
  "species": ["Ir", "C", "O", "Si", "C", "C", "C", "Si", "C", "C", "C", "Si", "C", "C", "C", "H", "H", "H", "H", "H", "H", "H", "H", "H", "H", "H", "H", "H", "H", "H", "H", "H", "H", "H", "H", "H", "H", "H", "H", "H", "H", "H", "I", "C", "C", "C", "C", "C", "C", "Sb", "C", "C", "C", "C", "C", "C", "C", "C", "C", "C", "C", "C", "H", "H", "H", "H", "H", "H", "H", "H", "H", "H", "H", "H", "H", "H", "H", "F", "C", "F", "F", "C", "C", "C", "C", "C", "C", "C", "C", "H", "H", "H", "H"],
  "xyz": [[-0.34, -0.11, 0.47], [2.15, 1.75, 0.06], [0.74, 1.58, -0.12], [-0.53, 2.71, 0.22], [-0.39, 4.19, -0.91], [-0.19, 3.32, 1.95], [-1.81, 1.40, -0.02], [-2.22, 1.26, -1.85], [-0.67, 1.15, -2.93], [-3.21, -0.27, -2.32], [-3.25, 2.74, -2.40], [-3.25, 1.64, 1.16], [-3.58, 3.49, 1.34], [-2.93, 0.90, 2.86], [-4.89, 0.93, 0.62], [2.46, 2.62, -0.52], [2.64, 0.86, -0.33], [2.40, 1.87, 1.11], [0.48, 4.79, -0.63], [-1.28, 4.81, -0.77], [-0.31, 3.94, -1.97], [0.89, 3.43, 2.08], [-0.54, 2.64, 2.72], [-0.63, 4.31, 2.12], [0.02, 0.40, -2.54], [-0.12, 2.09, -3.02], [-0.97, 0.85, -3.93], [-2.63, -1.18, -2.14], [-3.42, -0.23, -3.40], [-4.16, -0.34, -1.80], [-2.72, 3.68, -2.30], [-4.17, 2.82, -1.82], [-3.54, 2.63, -3.45], [-2.70, 4.10, 1.50], [-4.24, 3.66, 2.20], [-4.10, 3.87, 0.45], [-2.06, 1.33, 3.36], [-2.75, -0.18, 2.80], [-3.80, 1.05, 3.49], [-5.23, 1.27, -0.36], [-5.64, 1.22, 1.36], [-4.86, -0.16, 0.63], [1.04, -0.42, 2.67], [-6.66, -4.37, 0.05], [-6.50, -3.07, -0.39], [-5.28, -2.43, -0.24], [-4.20, -3.06, 0.37], [-4.37, -4.39, 0.79], [-5.59, -5.03, 0.64], [-2.17, -2.33, 0.59], [-1.46, -4.00, -0.53], [-1.45, -3.94, -1.92], [-1.09, -5.05, -2.67], [-0.73, -6.24, -2.04], [-0.74, -6.30, -0.66], [-1.11, -5.19, 0.10], [-1.86, -3.14, 2.53], [-2.91, -3.36, 3.42], [-2.66, -3.86, 4.69], [-1.36, -4.14, 5.09], [-0.31, -3.92, 4.21], [-0.56, -3.41, 2.94], [-7.61, -4.88, -0.07], [-7.32, -2.55, -0.86], [-5.19, -1.43, -0.63], [-3.54, -4.93, 1.23], [-5.69, -6.06, 0.97], [-1.71, -3.03, -2.44], [-1.08, -4.99, -3.75], [-0.44, -7.10, -2.62], [-0.46, -7.22, -0.16], [-1.10, -5.26, 1.18], [-3.93, -3.15, 3.13], [-3.49, -4.03, 5.37], [-1.17, -4.53, 6.08], [0.71, -4.12, 4.51], [0.27, -3.25, 2.26], [4.20, -8.35, -0.97], [3.86, -7.55, -1.99], [3.05, -8.28, -2.80], [4.99, -7.32, -2.70], [3.21, -6.28, -1.55], [2.83, -5.35, -2.52], [2.20, -4.19, -2.14], [1.93, -3.92, -0.80], [2.32, -4.86, 0.16], [2.95, -6.03, -0.21], [1.25, -2.73, -0.40], [0.65, -1.73, -0.05], [3.04, -5.56, -3.56], [1.89, -3.47, -2.89], [2.11, -4.66, 1.20], [3.25, -6.76, 0.54]]
}

---

(2)
{
  "formula": "C23H26N2O4",
  "method": "ωB97M-V/def2-TZVPD",
  "smiles": "CC(=O)c1cccc(OCc2cc(C(=O)N3C[C@@H]4C[C@H]5C[C@@H](C4)C[C@@H]3C5)no2)c1",
  "gap_ev": 9.3,
  "relative_energy_ev": 3.2676,
  "lumo_energy_ev": 0.33,
  "homo_energy_ev": -8.98,
  "max_force_ev_per_a": 1.08,
  "species": ["C", "C", "O", "C", "C", "C", "C", "C", "O", "C", "C", "C", "C", "C", "O", "N", "C", "C", "C", "C", "C", "C", "C", "C", "C", "C", "N", "O", "C", "H", "H", "H", "H", "H", "H", "H", "H", "H", "H", "H", "H", "H", "H", "H", "H", "H", "H", "H", "H", "H", "H", "H", "H", "H", "H"],
  "xyz": [[-7.86, -2.56, -0.46], [-7.34, -1.43, 0.40], [-7.81, -1.19, 1.48], [-6.22, -0.62, -0.16], [-5.71, -0.81, -1.44], [-4.67, -0.01, -1.88], [-4.13, 0.98, -1.07], [-4.64, 1.17, 0.21], [-4.20, 2.10, 1.10], [-3.14, 2.95, 0.74], [-1.83, 2.24, 0.54], [-0.81, 2.45, -0.35], [0.14, 1.45, 0.00], [1.41, 1.29, -0.75], [1.51, 1.89, -1.82], [2.39, 0.50, -0.26], [2.23, -0.19, 1.00], [3.45, -0.90, 1.59], [4.65, 0.01, 1.85], [5.51, 0.26, 0.61], [5.94, -1.06, 0.00], [4.70, -1.85, -0.41], [3.86, -2.16, 0.82], [3.91, -1.07, -1.46], [3.59, 0.38, -1.07], [4.79, 1.10, -0.44], [-0.31, 0.73, 1.01], [-1.52, 1.22, 1.34], [-5.68, 0.36, 0.65], [-8.27, -2.17, -1.38], [-7.05, -3.25, -0.70], [-8.64, -3.09, 0.08], [-6.11, -1.56, -2.10], [-4.27, -0.14, -2.87], [-3.32, 1.58, -1.45], [-3.04, 3.65, 1.58], [-3.37, 3.53, -0.16], [-0.72, 3.17, -1.13], [1.89, 0.54, 1.74], [1.43, -0.93, 0.90], [3.09, -1.24, 2.58], [4.30, 0.97, 2.25], [5.28, -0.45, 2.61], [6.40, 0.82, 0.93], [6.58, -0.88, -0.87], [6.52, -1.64, 0.72], [5.01, -2.80, -0.87], [2.97, -2.72, 0.54], [4.45, -2.79, 1.49], [2.98, -1.58, -1.70], [4.51, -1.03, -2.38], [3.33, 0.92, -1.99], [4.45, 2.04, -0.01], [5.49, 1.33, -1.24], [-6.08, 0.51, 1.65]]
}

---

(3)
{
  "formula": "C4H3NOS",
  "method": "ωB97M-V/def2-TZVPD",
  "smiles": "N#C/C=C\\OC=S",
  "gap_ev": 9.1,
  "relative_energy_ev": 1.0961,
  "lumo_energy_ev": -0.51,
  "homo_energy_ev": -9.59,
  "max_force_ev_per_a": 3.33,
  "species": ["N", "C", "C", "C", "O", "C", "S", "H", "H", "H"],
  "xyz": [[0.94, 1.37, -2.80], [0.23, 0.68, -2.16], [-0.64, -0.10, -1.34], [-0.48, -0.32, -0.03], [0.45, 0.38, 0.66], [0.52, 0.04, 1.95], [1.81, 0.29, 2.87], [-1.45, -0.68, -1.90], [-1.07, -1.14, 0.47], [-0.30, -0.52, 2.29]]
}

---

(4)
{
  "formula": "C14H18F4N2O3Pt",
  "method": "ωB97M-V/def2-TZVPD",
  "gap_ev": [8.3, 7.2],
  "spin_multiplicity": 3,
  "relative_energy_ev": 0.0186,
  "lumo_energy_ev": [0.35, -1.52],
  "homo_energy_ev": [-7.93, -8.74],
  "max_force_ev_per_a": 0.46,
  "species": ["Pt", "C", "N", "C", "C", "C", "N", "C", "C", "F", "C", "F", "C", "C", "F", "C", "F", "H", "H", "H", "H", "H", "H", "H", "H", "H", "H", "H", "C", "C", "C", "O", "C", "O", "O", "H", "H", "H", "H", "H", "H", "H"],
  "xyz": [[0.01, -0.50, -0.54], [-2.98, -0.91, 0.05], [-2.21, -0.10, -0.90], [-2.65, -0.34, -2.28], [-2.21, 1.32, -0.54], [-1.10, 2.08, -1.25], [0.17, 1.37, -1.07], [1.36, 2.06, -1.27], [2.59, 1.48, -0.90], [2.63, 0.26, -0.34], [3.80, 2.13, -1.07], [4.91, 1.50, -0.67], [3.88, 3.39, -1.62], [2.69, 3.97, -2.00], [2.69, 5.19, -2.56], [1.47, 3.34, -1.84], [0.39, 3.99, -2.32], [-4.04, -0.64, 0.02], [-2.59, -0.76, 1.05], [-2.87, -1.96, -0.21], [-3.70, -0.04, -2.40], [-2.55, -1.40, -2.50], [-2.03, 0.22, -2.97], [-2.06, 1.38, 0.53], [-3.18, 1.79, -0.78], [-1.07, 3.07, -0.81], [-1.32, 2.21, -2.31], [4.82, 3.90, -1.75], [1.69, -2.65, 2.70], [0.24, -2.50, 2.25], [-0.73, -3.14, 3.24], [-0.10, -1.10, 2.16], [0.09, -3.19, 0.88], [0.22, -4.39, 0.85], [-0.18, -2.47, -0.17], [1.83, -2.21, 3.69], [2.36, -2.16, 1.99], [1.95, -3.70, 2.74], [-0.59, -2.71, 4.23], [-0.56, -4.21, 3.27], [-1.76, -2.96, 2.92], [0.65, -0.58, 2.48]]
}

---

(5)
{
  "formula": "C3H10N2O",
  "method": "ωB97M-V/def2-TZVPD",
  "smiles": "C[C@H](O)CNN",
  "gap_ev": 9.0,
  "relative_energy_ev": 1.8377,
  "lumo_energy_ev": 1.04,
  "homo_energy_ev": -7.98,
  "max_force_ev_per_a": 0.75,
  "species": ["C", "C", "O", "C", "N", "N", "H", "H", "H", "H", "H", "H", "H", "H", "H", "H"],
  "xyz": [[-1.05, -1.74, 0.56], [-0.29, -0.69, -0.25], [0.77, -1.26, -0.99], [0.24, 0.44, 0.65], [1.04, 1.42, -0.06], [0.18, 2.24, -0.92], [-1.38, -2.55, -0.09], [-0.41, -2.16, 1.33], [-1.92, -1.30, 1.03], [-0.94, -0.25, -1.02], [1.35, -1.73, -0.37], [0.90, 0.01, 1.41], [-0.58, 0.95, 1.15], [1.64, 0.91, -0.71], [0.81, 2.87, -1.43], [-0.36, 2.83, -0.29]]
}

---

(6)
{
  "formula": "C4H8N2",
  "method": "ωB97M-V/def2-TZVPD",
  "smiles": "CN[C@@H](C)C#N",
  "gap_ev": 10.7,
  "relative_energy_ev": 0.4700,
  "lumo_energy_ev": 0.95,
  "homo_energy_ev": -9.73,
  "max_force_ev_per_a": 1.12,
  "species": ["C", "N", "C", "C", "C", "N", "H", "H", "H", "H", "H", "H", "H", "H"],
  "xyz": [[-1.91, -0.01, 0.32], [-0.53, -0.27, 0.73], [0.46, 0.37, -0.11], [1.88, 0.04, 0.37], [0.31, 0.03, -1.55], [0.14, -0.28, -2.65], [-2.06, 1.07, 0.22], [-2.59, -0.37, 1.10], [-2.19, -0.48, -0.64], [-0.36, -1.27, 0.75], [0.31, 1.46, -0.03], [2.62, 0.59, -0.21], [1.97, 0.31, 1.43], [2.08, -1.03, 0.26]]
}